(1)
{
  "formula": "C5H10NO2",
  "method": "ωB97M-V with the def2-TZVPD basis set",
  "species": ["O", "O", "N", "C", "C", "C", "C", "C", "H", "H", "H", "H", "H", "H", "H", "H", "H", "H"],
  "xyz": [[1.16822, 2.37594, -0.16193], [-1.04698, 1.96840, -0.50009], [0.57694, -0.63073, 0.36633], [-0.56906, -1.32284, 0.94215], [-1.59357, -0.34512, 1.53027], [0.38956, 0.15156, -0.76677], [1.60912, 0.05255, -1.67245], [0.16206, 1.75272, -0.40681], [2.53990, 0.41885, -1.25849], [1.03297, -0.06524, 1.07650], [1.48493, 0.74013, -2.51685], [1.71476, -0.94340, -2.08774], [-1.14917, 0.51108, 2.04702], [-1.10614, -1.83155, 0.13373], [-0.46779, -0.23994, -1.31243], [-2.35849, -0.71530, 2.18237], [-0.23171, -2.02649, 1.66994], [-2.15553, 0.14937, 0.73525]],
  "energy_ha": -401.68609,
  "homo_energy_ev": [-9.4, -10.0],
  "fmax_ev_per_a": 2.6,
  "e_above_lowest_kcal_mol": 5.9,
  "s_squared": 0.76,
  "e_lumo_ev": [0.88, -2.53],
  "multiplicity": 2
}

(2)
{
  "formula": "C5H10NO2",
  "method": "ωB97M-V with the def2-TZVPD basis set",
  "species": ["O", "O", "N", "C", "C", "C", "C", "C", "H", "H", "H", "H", "H", "H", "H", "H", "H", "H"],
  "xyz": [[2.79914, 1.67071, 0.49026], [-2.37827, 0.62523, -0.53501], [0.13618, 1.38904, 0.68645], [2.36488, 0.68320, -0.00575], [-2.27863, -0.56058, -0.67385], [0.28129, -0.78576, -0.53835], [-1.08501, -1.31360, -0.10246], [0.98689, 0.15781, 0.43687], [-0.20659, 1.85495, -0.15844], [-1.30651, -1.29919, 0.96425], [1.01113, -0.29416, 1.41888], [-1.18328, -2.35969, -0.37051], [0.94050, -1.64361, -0.62015], [2.84068, 0.07565, -0.78575], [0.60240, 2.05223, 1.30425], [-0.71448, 1.16554, 1.19567], [0.26142, -0.28906, -1.50038], [-3.07176, -1.12870, -1.20597]],
  "energy_ha": -401.47739,
  "homo_energy_ev": -14.3,
  "fmax_ev_per_a": 1.3,
  "e_above_lowest_kcal_mol": 29.9,
  "smiles": "[NH3+][C@H](C=O)CCC=O",
  "charge": 1,
  "e_lumo_ev": -3.92,
  "multiplicity": 1
}

(3)
{
  "formula": "C5H10NO2",
  "method": "ωB97M-V with the def2-TZVPD basis set",
  "species": ["O", "O", "N", "C", "C", "C", "C", "C", "H", "H", "H", "H", "H", "H", "H", "H", "H", "H"],
  "xyz": [[-2.84659, -0.75094, 0.41073], [-3.45875, 1.39907, -0.02426], [-0.06329, 0.57738, -0.25624], [-2.15185, -1.80714, -0.31596], [1.96499, 1.88559, 0.22268], [-3.15942, 0.35475, 0.18752], [1.16450, 0.57722, 0.07475], [1.90276, -0.69839, 0.17603], [1.54184, 2.43165, 0.98706], [-2.07014, -2.72490, 0.43795], [1.96894, 2.37194, -0.79611], [2.97073, 1.48935, 0.44699], [-1.06383, -1.57933, -0.47701], [-2.80348, -2.01783, -1.27636], [2.93585, -0.45929, 0.34558], [1.57952, -1.33138, 0.88868], [-0.31004, 1.54958, -0.23571], [1.89825, -1.26732, -0.79633]],
  "energy_ha": -401.38281,
  "homo_energy_ev": -13.8,
  "fmax_ev_per_a": 4.3,
  "e_above_lowest_kcal_mol": 89.2,
  "charge": 1,
  "e_lumo_ev": -4.10,
  "multiplicity": 1
}